A structure of composition C10H17AuN4O4, computed with wB97M-V/def2-TZVPD.

ORCA input file:
```
! wB97M-V def2-TZVPD RIJCOSX def2/J DEFGRID3
* xyz 2 1
H -2.321 1.354 3.860
C -2.207 -0.942 2.216
H -0.583 -0.623 -3.051
H 2.244 -2.136 -1.027
C 1.272 -2.630 -1.012
N 0.348 -1.776 -0.170
H 2.199 -1.787 -3.571
O -1.729 3.643 4.540
H 0.639 -1.905 0.800
O -0.197 4.668 3.281
C -0.188 2.056 1.677
H 0.346 4.492 2.479
Au 0.438 0.319 -0.368
C -1.477 0.349 2.195
C 1.113 -1.894 -3.483
H 0.508 0.024 -4.267
C -0.966 3.659 3.618
H 0.788 -2.286 -4.447
H 2.150 0.232 -2.324
H 1.394 -3.560 -0.455
C 0.755 -2.915 -2.410
C 0.726 2.832 0.814
N -0.544 0.757 1.331
C 0.468 -0.533 -3.331
H -3.276 -0.768 2.088
N -1.669 1.336 3.079
H -1.870 -1.594 1.416
O 1.143 2.146 -0.282
H 1.174 -3.877 -2.709
H -0.329 -3.075 -2.383
H -2.065 -1.447 3.172
H 0.984 1.326 -2.579
N 1.136 0.352 -2.306
H -0.593 -2.162 -0.223
C -0.886 2.419 2.776
O 1.075 3.947 1.056
*
```

Computed properties:
Kohn-Sham gap	7.3	eV
HOMO level	-16.57	eV
calculated total energy	-1046.36421	a.u.
energy above the lowest of the compared OMol25 structures with the same formula, charge and spin	6.7	kcal/mol
LUMO	-9.3	eV